(1)
{"formula": "C36H94BCl2N27O15P", "method": "ωB97M-V/def2-TZVPD", "charge": 1, "elements": ["N", "N", "H", "H", "H", "C", "C", "H", "N", "H", "H", "N", "H", "H", "O", "H", "H", "C", "H", "N", "N", "H", "H", "Cl", "C", "C", "H", "H", "C", "H", "O", "C", "H", "O", "N", "H", "C", "H", "O", "N", "H", "C", "C", "N", "C", "C", "H", "H", "N", "N", "H", "H", "N", "C", "O", "N", "C", "P", "H", "C", "H", "H", "H", "H", "H", "C", "H", "N", "C", "H", "H", "H", "H", "H", "B", "H", "H", "H", "N", "H", "N", "C", "C", "H", "C", "H", "H", "H", "H", "H", "O", "H", "H", "O", "H", "H", "H", "C", "H", "C", "H", "N", "H", "C", "H", "H", "C", "O", "O", "H", "H", "H", "H", "N", "N", "H", "H", "O", "H", "H", "H", "O", "H", "H", "H", "N", "N", "H", "C", "H", "H", "O", "H", "N", "H", "H", "C", "H", "H", "C", "H", "H", "H", "H", "H", "H", "C", "H", "H", "C", "N", "H", "H", "H", "H", "H", "O", "N", "H", "C", "N", "C", "H", "N", "Cl", "C", "H", "C", "C", "N", "O", "C", "C", "O", "H", "H"], "coordinates": [[2.220, 8.651, 2.998], [-0.020, 6.281, -5.340], [-1.413, 2.772, 3.822], [-6.263, 5.296, 0.998], [-4.227, 7.517, 0.882], [1.586, 7.486, 3.224], [-4.965, -1.193, -6.539], [6.895, -3.432, 0.720], [3.222, -11.891, -0.799], [1.213, 8.035, 5.196], [2.472, 10.732, 8.658], [6.603, -9.656, -0.323], [6.763, -9.791, -1.307], [-5.576, 0.059, -0.016], [1.529, -13.313, -1.230], [-3.863, -2.089, -5.105], [0.628, 6.479, 4.687], [1.469, 2.963, 3.657], [0.978, -1.915, -0.981], [-0.870, -13.683, 1.215], [6.794, -4.126, -0.002], [4.468, 2.298, 2.479], [8.023, -2.099, -0.783], [0.012, 3.765, -3.218], [1.944, -12.171, -1.112], [1.641, 0.120, 0.087], [1.485, -10.143, -1.191], [-3.169, -5.719, -1.331], [-1.856, 3.600, 3.140], [-0.786, 6.153, 0.593], [4.094, 1.499, -6.513], [1.201, 2.665, 2.023], [-3.193, -0.583, -0.282], [-2.723, -13.773, 2.494], [-4.740, -4.648, -2.946], [-3.177, 4.528, -1.764], [-3.033, 5.525, 1.114], [2.903, 4.369, -0.078], [-6.040, -1.650, -6.184], [-2.872, -14.183, 0.284], [2.035, 1.042, -0.571], [-0.733, 4.322, 2.128], [2.154, -6.534, 1.056], [-3.197, -4.714, -1.292], [-2.179, -0.659, -3.021], [0.799, 10.295, 7.617], [3.666, -1.870, 0.424], [-1.926, -1.675, -3.599], [1.461, 10.784, 8.681], [1.161, -11.091, -1.284], [4.329, -5.169, -0.148], [1.953, -0.737, -2.055], [-7.381, 6.495, 3.722], [3.299, -1.947, -0.691], [2.230, -5.613, -0.089], [-4.837, -0.369, -7.595], [-6.510, 6.338, 2.709], [-0.966, 4.052, -1.292], [1.650, 1.726, -6.245], [-2.189, -13.874, 1.401], [1.046, -6.442, 1.488], [-3.960, 0.017, -7.902], [-3.215, -0.846, -2.515], [2.592, 8.800, 2.070], [2.341, 9.368, 3.694], [3.297, -4.610, 0.068], [-0.169, 7.770, -7.336], [-0.540, 10.390, 7.701], [0.711, 1.122, 2.092], [-2.199, 4.483, 3.867], [-2.916, -1.106, -6.182], [3.845, -12.676, -0.660], [4.767, -8.721, -1.731], [1.669, 4.123, 3.862], [2.770, 2.993, 1.572], [-2.268, 1.125, 1.769], [2.481, 0.434, 3.118], [1.011, 11.190, 9.484], [0.338, 0.378, 0.789], [4.160, -1.443, -1.346], [7.902, -2.816, -1.478], [0.316, -2.212, 1.675], [-4.842, 0.762, 0.610], [-5.274, 1.863, 0.448], [-0.153, 2.884, 0.035], [-2.809, 3.216, 2.611], [-2.449, -14.270, -0.625], [-7.752, 4.926, 1.817], [-3.512, 1.045, -1.207], [-1.890, 7.620, -7.534], [-5.459, 6.956, 2.640], [-0.216, -0.794, -2.657], [0.192, -11.258, -1.521], [-2.248, 6.104, -5.618], [0.280, 1.197, -2.080], [0.663, 2.492, 4.349], [3.738, 2.882, -3.682], [5.520, -9.039, 0.183], [-2.608, -4.232, -0.626], [-1.173, 6.561, -5.973], [-4.739, -5.652, -3.015], [-3.811, -1.472, -5.905], [-0.329, 1.280, 2.673], [-0.433, -0.846, 1.250], [-2.604, 7.501, -0.086], [2.510, 2.490, 4.015], [-0.762, 0.880, -1.589], [1.452, 6.630, 2.364], [1.367, 9.806, 6.653], [-0.070, 4.934, 2.929], [-0.413, -13.761, 0.323], [-2.164, 0.170, -3.845], [-2.535, 2.510, 0.594], [4.642, -8.605, -0.739], [-6.890, 5.444, 1.778], [7.288, -9.998, 0.338], [1.700, 2.482, -4.680], [1.581, -2.475, 1.960], [2.052, -3.725, -1.629], [-3.618, 5.657, 2.148], [6.311, -4.989, 0.210], [-3.998, -2.736, -2.015], [-1.026, 10.789, 8.486], [-1.575, 1.459, -2.207], [0.875, 6.648, -5.617], [1.457, 0.304, 3.112], [-1.019, -0.532, -2.006], [-4.185, 6.489, -0.702], [-1.447, 5.688, 1.473], [2.975, -6.381, 1.875], [-1.466, 6.596, 2.258], [3.909, 2.066, 1.675], [3.399, -4.161, 1.145], [0.136, 3.467, 1.355], [2.571, -0.011, 0.835], [-7.133, 7.158, 4.444], [7.268, -3.981, -1.252], [-0.071, 5.665, -4.539], [0.887, 2.811, -0.563], [-3.525, 6.833, 0.201], [3.915, -3.751, -1.960], [-1.077, 10.034, 6.920], [-8.251, 5.995, 3.796], [-5.344, -4.115, -3.558], [1.013, 0.258, 4.044], [-3.373, 4.501, 0.690], [-0.656, 1.278, -0.009], [8.274, -2.667, -2.407], [-1.122, -0.644, 2.210], [-2.158, 1.375, 0.615], [1.112, 7.341, 4.475], [2.225, -7.660, 0.665], [2.371, 5.087, 1.399], [-0.320, -13.448, 2.031], [-1.249, -1.218, 0.457], [3.583, -10.957, -0.697], [-2.622, 3.687, -1.653], [4.188, 2.476, -4.485], [-4.205, -0.267, 4.622], [-3.980, -3.955, -2.080], [2.186, 2.082, -5.465], [1.860, -1.125, -0.927], [3.813, -8.135, -0.401], [3.040, 4.387, 0.967], [-0.799, -3.744, 1.767], [3.526, 1.988, -5.549], [-3.867, -14.335, 0.379], [-3.357, 0.562, -0.126], [-4.882, 0.259, 2.167], [-1.045, 7.384, -7.029], [5.347, -8.887, 1.382], [-4.635, 0.067, 3.560], [3.106, -3.513, -1.135], [7.134, -4.837, -2.113], [5.198, 2.424, -4.508], [-5.681, -0.134, -8.100]]}



(2)
{"formula": "C6F18O18S6Zn", "method": "ωB97M-V/def2-TZVPD", "charge": -4, "elements": ["S", "O", "C", "O", "F", "F", "C", "O", "O", "O", "O", "F", "F", "S", "F", "S", "O", "C", "S", "O", "S", "O", "O", "C", "O", "F", "O", "F", "C", "S", "F", "O", "F", "F", "F", "O", "F", "O", "C", "F", "F", "F", "F", "O", "O", "F", "F", "Zn", "O"], "coordinates": [[-0.406, 3.362, 5.346], [-3.906, 4.714, -1.140], [5.421, 4.367, -2.808], [-0.616, 2.355, 4.276], [-4.365, -6.213, -0.163], [5.605, 3.050, -3.066], [-3.656, -6.763, 0.792], [-2.184, -4.464, 1.225], [-0.009, -0.102, -6.059], [-4.229, -4.811, 2.456], [-2.164, -6.125, 3.032], [7.905, -3.658, 3.797], [-2.300, 3.034, 7.280], [5.229, -3.080, 3.531], [-6.800, 4.575, -2.417], [-2.996, -5.402, 2.022], [3.784, 5.626, -0.881], [6.923, -3.742, 2.867], [0.060, -1.532, -5.737], [-3.798, 2.232, -1.386], [3.644, 4.637, -1.992], [5.525, -1.903, 4.355], [0.377, 2.767, 6.442], [-2.251, 3.646, 6.074], [4.597, -4.266, 4.203], [-2.543, -7.306, 0.234], [4.411, -2.634, 2.383], [-1.457, -3.682, -6.041], [-6.247, 3.498, -1.769], [-4.330, 3.524, -1.971], [-2.603, -1.869, -5.821], [-4.017, 3.806, -3.376], [5.591, 5.085, -3.846], [-6.594, 3.564, -0.466], [6.760, -5.024, 2.555], [0.087, 4.662, 4.847], [-6.717, 2.363, -2.312], [1.143, -2.130, -6.521], [-1.483, -2.372, -6.397], [-3.184, 3.127, 5.236], [6.366, 4.794, -1.946], [7.309, -3.009, 1.739], [-4.372, -7.616, 1.520], [0.101, -1.766, -4.267], [3.239, 3.320, -1.462], [-2.333, 5.004, 6.190], [-1.666, -2.209, -7.699], [0.318, -0.484, 0.288], [2.828, 5.049, -3.148]]}



(3)
{"formula": "C30H72N2", "method": "ωB97M-V/def2-TZVPD", "elements": ["H", "H", "C", "C", "H", "H", "H", "H", "H", "H", "H", "C", "C", "C", "C", "C", "H", "H", "C", "C", "H", "H", "H", "C", "H", "H", "H", "H", "H", "H", "H", "H", "C", "C", "C", "N", "H", "H", "H", "H", "H", "H", "H", "H", "H", "H", "H", "C", "C", "C", "H", "H", "C", "H", "H", "H", "C", "H", "H", "H", "C", "H", "H", "H", "C", "H", "H", "H", "H", "H", "H", "H", "C", "H", "H", "H", "C", "C", "H", "H", "C", "H", "H", "C", "H", "C", "H", "H", "H", "H", "H", "H", "H", "H", "H", "H", "C", "C", "H", "C", "N", "H", "H", "C"], "coordinates": [[-76.637, -183.870, -78.844], [-80.103, -178.860, -78.274], [-77.842, -179.969, -71.976], [-78.501, -176.197, -74.354], [-74.289, -182.187, -72.349], [-69.979, -182.902, -74.394], [-77.210, -180.718, -76.981], [-77.407, -172.576, -77.050], [-80.699, -176.205, -67.770], [-74.669, -185.799, -71.666], [-76.157, -176.751, -77.136], [-80.880, -177.004, -67.271], [-79.315, -180.514, -77.221], [-75.167, -176.600, -76.940], [-80.911, -179.897, -69.824], [-74.743, -176.840, -75.522], [-78.132, -182.055, -71.698], [-82.717, -180.778, -70.909], [-74.122, -184.912, -71.904], [-81.426, -178.688, -69.013], [-76.021, -182.384, -74.151], [-75.893, -182.671, -78.052], [-75.960, -185.062, -77.269], [-79.126, -179.295, -78.125], [-81.820, -176.712, -66.883], [-76.599, -177.503, -71.708], [-71.670, -174.856, -78.382], [-73.365, -181.128, -73.442], [-78.093, -181.851, -79.202], [-81.023, -180.782, -69.157], [-75.246, -184.414, -73.668], [-77.101, -180.112, -72.573], [-73.625, -174.501, -77.229], [-80.457, -178.254, -67.864], [-72.011, -183.477, -73.315], [-73.469, -183.354, -73.685], [-75.707, -180.728, -74.088], [-79.132, -178.390, -71.390], [-71.936, -184.575, -73.297], [-76.557, -184.006, -75.955], [-73.650, -176.593, -75.339], [-78.048, -181.844, -75.877], [-73.780, -173.443, -77.605], [-77.131, -173.669, -78.298], [-78.732, -182.974, -78.213], [-81.657, -177.960, -69.735], [-77.897, -176.771, -74.967], [-80.187, -176.843, -65.908], [-75.967, -174.213, -76.543], [-76.792, -184.399, -77.004], [-80.627, -175.980, -65.522], [-80.254, -181.047, -77.567], [-78.743, -181.257, -72.160], [-73.245, -185.325, -71.638], [-79.678, -181.145, -71.667], [-73.136, -174.576, -76.274], [-78.052, -176.112, -72.848], [-82.307, -179.044, -68.532], [-73.979, -185.269, -73.997], [-77.323, -175.274, -72.774], [-71.156, -182.628, -74.318], [-73.373, -175.789, -78.893], [-75.331, -176.414, -74.828], [-74.720, -177.919, -75.180], [-78.023, -181.348, -76.993], [-79.090, -181.397, -73.311], [-79.612, -180.199, -76.130], [-80.317, -179.142, -67.099], [-78.504, -175.181, -74.596], [-74.942, -181.707, -75.259], [-78.934, -176.056, -72.219], [-72.299, -176.054, -77.728], [-75.201, -181.731, -74.210], [-79.086, -176.743, -65.781], [-71.547, -182.539, -75.281], [-81.965, -179.551, -71.797], [-77.428, -177.575, -72.546], [-81.812, -180.260, -70.978], [-74.687, -184.233, -71.034], [-79.138, -179.534, -79.200], [-76.600, -173.270, -77.581], [-81.323, -181.030, -71.605], [-71.827, -183.002, -72.301], [-78.478, -178.671, -72.261], [-75.485, -173.454, -75.794], [-74.028, -182.025, -73.355], [-79.908, -179.667, -70.156], [-75.708, -172.662, -78.136], [-70.975, -181.684, -73.858], [-77.724, -184.876, -76.755], [-77.422, -179.901, -70.899], [-79.495, -176.591, -74.331], [-74.777, -177.309, -77.716], [-80.531, -177.630, -65.137], [-79.081, -178.615, -72.996], [-78.175, -178.651, -77.674], [-72.683, -175.280, -78.083], [-74.289, -184.456, -73.291], [-79.479, -178.268, -68.306], [-77.955, -182.483, -78.060], [-74.992, -175.146, -77.252], [-76.622, -174.762, -76.019], [-77.035, -177.870, -73.437], [-76.604, -183.275, -78.031]]}



(4)
{"formula": "C17H12IN5O3Tl", "method": "ωB97M-V/def2-TZVPD", "charge": 1, "elements": ["N", "N", "N", "H", "C", "H", "C", "C", "H", "O", "H", "I", "C", "C", "C", "C", "N", "C", "C", "H", "C", "O", "H", "H", "H", "C", "C", "C", "H", "H", "N", "C", "H", "Tl", "C", "C", "H", "O", "C"], "coordinates": [[-0.545, 1.672, 4.939], [3.678, 0.997, -0.276], [-1.559, -0.690, 2.693], [-2.423, 0.605, 0.522], [1.051, 1.285, -0.886], [-5.234, -2.467, -0.387], [2.917, -0.052, -0.143], [3.483, -1.353, 0.319], [-3.591, -3.602, -1.809], [0.598, -0.844, -0.271], [3.909, 2.986, -0.815], [-0.668, -3.093, -2.637], [3.176, 2.200, -0.709], [-0.525, 0.760, 4.247], [-0.488, -0.382, 3.387], [1.878, 2.427, -1.036], [1.522, -1.916, 2.951], [-2.708, -0.298, -0.002], [1.518, 0.093, -0.397], [0.784, 3.539, -3.356], [-3.967, -0.837, 0.138], [-1.426, -1.711, 1.913], [2.169, 4.383, -1.840], [-0.922, 1.638, -1.756], [3.064, -1.637, 1.283], [-3.326, -2.673, -1.326], [-0.235, 0.968, -1.260], [-4.258, -2.019, -0.517], [4.562, -1.265, 0.408], [3.245, -2.141, -0.398], [-0.565, -0.278, -1.034], [-1.767, -0.900, -0.859], [-4.698, -0.365, 0.777], [0.176, -3.346, 1.075], [-2.076, -2.125, -1.510], [0.682, -1.175, 3.223], [0.870, 4.268, -0.660], [0.352, 3.596, -2.496], [1.348, 3.751, -1.496]]}



E_HOMO readings, ordered: -0.384; -0.068; -0.296; -0.440 Eh
Max |F| readings, ordered: 0.18927; 0.08648; 0.22079; 0.06056 hartree/bohr